{"formula": "C14H40O6", "method": "ωB97M-V/def2-TZVPD", "gap_ev": 10.340, "e_tot_ev": -27450.5847, "smiles": "CC(C)O.CC(C)O.CC(C)O.CC(C)O.CO.CO", "elements": ["C", "C", "C", "O", "H", "H", "H", "H", "H", "H", "H", "H", "C", "C", "C", "O", "H", "H", "H", "H", "H", "H", "H", "H", "C", "C", "C", "O", "H", "H", "H", "H", "H", "H", "H", "H", "C", "C", "C", "O", "H", "H", "H", "H", "H", "H", "H", "H", "C", "O", "H", "H", "H", "H", "C", "O", "H", "H", "H", "H"], "xyz": [[-3.643803, 2.366784, -0.791156], [-2.594761, 3.431612, -0.508389], [-3.249844, 4.797839, -0.372212], [-1.838994, 3.162269, 0.644224], [-3.297628, 1.327447, -0.720528], [-4.025599, 2.434752, -1.812304], [-4.472629, 2.381171, -0.077794], [-1.962515, 3.510991, -1.404198], [-2.537607, 5.563846, -0.058087], [-4.099139, 4.765878, 0.309112], [-3.566995, 5.149758, -1.358136], [-1.619349, 2.217737, 0.691029], [-2.886016, -0.729961, -3.052047], [-1.792086, 0.246136, -3.511315], [-0.463332, -0.466484, -3.737814], [-2.181161, 0.908775, -4.711185], [-2.517080, -1.255962, -2.168795], [-3.114621, -1.434070, -3.856783], [-3.808184, -0.215728, -2.784759], [-1.698275, 0.985420, -2.712042], [-0.120665, -0.975656, -2.830433], [0.334183, 0.263034, -3.892787], [-0.561774, -1.159515, -4.571308], [-2.383591, 0.235846, -5.369270], [-0.598871, -3.483039, 3.702723], [0.743466, -4.057614, 4.093328], [0.649509, -5.502027, 4.562209], [1.600887, -3.985623, 2.939798], [-0.409679, -2.490105, 3.293405], [-1.275976, -3.392993, 4.552781], [-1.125452, -4.113918, 2.982914], [1.182962, -3.344107, 4.804812], [0.048936, -5.575911, 5.477587], [1.618737, -5.902872, 4.872779], [0.207888, -6.156542, 3.814993], [2.482276, -4.279165, 3.181577], [3.250173, 0.749600, 1.347037], [4.311873, -0.208789, 0.829126], [3.712397, -1.489412, 0.289648], [5.030001, 0.426271, -0.232916], [3.710326, 1.640884, 1.796578], [2.646926, 0.395918, 2.189441], [2.563062, 1.112337, 0.581848], [4.992449, -0.448574, 1.655645], [2.988490, -1.220781, -0.484357], [3.176524, -2.029009, 1.071158], [4.446504, -2.153052, -0.165398], [5.295316, 1.292014, 0.095377], [-0.048651, -0.614417, 0.304554], [-0.316423, 0.728925, 0.617546], [-0.331447, -0.815743, -0.739377], [1.006236, -0.894075, 0.343136], [-0.636904, -1.281506, 0.928747], [0.170922, 1.306325, 0.004705], [1.041469, 3.375755, -1.560560], [1.064328, 1.933503, -1.579968], [2.027928, 3.813750, -1.741797], [0.415564, 3.722721, -2.388012], [0.686025, 3.722493, -0.594247], [1.773707, 1.706873, -2.189823]], "forces_ev_per_a": [[-0.33, -0.84, 0.00], [-0.44, 0.10, -0.58], [0.22, 0.27, -0.28], [0.16, -0.04, 0.33], [0.57, 0.23, 0.04], [-0.15, 0.32, 0.08], [-0.04, 0.41, -0.07], [0.33, -0.24, 0.11], [0.07, -0.23, 0.33], [0.02, 0.10, 0.05], [-0.33, -0.24, 0.06], [-0.03, 0.09, -0.05], [0.41, 0.23, -0.09], [-0.38, -0.73, 0.09], [0.21, 0.46, 0.82], [-0.04, 0.44, 0.25], [-0.17, -0.20, -0.08], [0.06, -0.17, 0.13], [0.03, 0.12, -0.05], [0.17, 0.31, -0.34], [-0.34, -0.33, -0.20], [-0.17, 0.03, -0.56], [0.23, -0.09, -0.02], [0.01, -0.02, 0.02], [-0.09, 0.03, -0.18], [0.35, -0.03, -0.37], [0.11, 0.20, 1.16], [-0.37, 0.11, -0.39], [-0.30, -0.02, -0.13], [0.22, 0.06, 0.18], [0.23, 0.09, -0.20], [-0.12, -0.58, 0.49], [-0.15, 0.10, -0.20], [0.10, 0.05, -0.32], [0.03, 0.12, -0.20], [0.02, -0.08, 0.13], [-0.16, 0.70, 0.83], [-0.33, 0.06, 0.17], [-0.26, 0.15, -0.28], [0.04, -0.11, 0.12], [0.23, -0.01, -0.32], [0.04, -0.54, -0.26], [0.09, -0.23, -0.21], [0.10, 0.01, -0.08], [0.03, -0.10, -0.05], [0.04, 0.00, 0.05], [0.15, 0.09, 0.10], [0.06, -0.02, -0.11], [-0.03, -0.36, -1.23], [0.00, 0.46, 0.41], [-0.17, -0.07, 0.14], [0.02, 0.19, 0.48], [0.02, 0.17, 0.24], [0.05, -0.46, -0.02], [0.08, 0.01, -0.57], [0.37, 0.64, 0.03], [0.08, -0.25, 0.20], [-0.23, 0.12, 0.31], [-0.24, -0.08, -0.04], [-0.10, -0.38, 0.12]]}